Entry 1:
{
  "formula": "C3H3NO2",
  "method": "ωB97M-V/def2-TZVPD",
  "elements": ["O", "N", "C", "C", "O", "C", "H", "H", "H"],
  "xyz": [[-1.79712, -0.68873, -1.00223], [-0.84134, -0.21020, -0.38444], [0.52144, -0.39618, -0.69218], [1.22866, 0.13111, 0.30029], [0.37557, 0.73205, 1.15204], [-0.85498, 0.46560, 0.71783], [0.89931, -0.93759, -1.49017], [2.26063, 0.08491, 0.35558], [-1.79218, 0.81903, 1.04328]],
  "mulliken_charge": [-0.76, 0.58, -0.38, -0.21, -0.37, -0.13, 0.43, 0.43, 0.42],
  "smiles": "[O-][n+]1ccoc1",
  "e_lumo_ha": 0.030,
  "e_above_lowest_kcal_mol": 89.3
}

Entry 2:
{
  "formula": "C32H32N4O7P2STl",
  "method": "ωB97M-V/def2-TZVPD",
  "elements": ["Tl", "O", "C", "O", "C", "C", "C", "C", "C", "C", "P", "C", "C", "C", "C", "C", "C", "C", "C", "C", "C", "C", "C", "H", "H", "H", "H", "H", "H", "H", "H", "H", "H", "H", "H", "H", "H", "N", "C", "C", "C", "C", "C", "C", "S", "O", "O", "N", "C", "N", "C", "C", "C", "N", "H", "H", "H", "H", "H", "H", "H", "H", "H", "C", "O", "P", "O", "C", "O", "C", "H", "H", "H", "H", "H", "H", "H", "H", "H"],
  "xyz": [[-1.17211, -2.29809, -0.27015], [2.42777, -1.87714, -0.30742], [2.36126, -0.74148, -0.61680], [1.15441, -0.23544, -1.18707], [3.35690, 0.34833, -0.54609], [4.56676, 0.26981, 0.12238], [5.37723, 1.39464, 0.12324], [4.98330, 2.56439, -0.52399], [3.76886, 2.63996, -1.19247], [2.96413, 1.51167, -1.19573], [1.35767, 1.19826, -1.89754], [0.08429, 2.31163, -1.42583], [-0.24219, 3.34034, -2.31348], [-1.20341, 4.26631, -1.94910], [-1.83170, 4.15767, -0.71618], [-1.50456, 3.13432, 0.16398], [-0.54012, 2.20439, -0.18363], [1.42551, 0.95311, -3.64664], [2.60837, 1.17912, -4.35284], [2.63937, 0.92949, -5.71556], [1.50297, 0.45478, -6.35619], [0.33011, 0.22266, -5.64624], [0.27989, 0.47623, -4.28655], [4.84191, -0.63718, 0.64261], [6.32585, 1.36936, 0.64221], [5.63112, 3.43031, -0.49921], [3.46435, 3.55477, -1.68423], [0.23356, 3.40761, -3.28408], [-1.47305, 5.05987, -2.63259], [-2.59762, 4.87081, -0.43987], [-2.01703, 3.04649, 1.11191], [-0.31599, 1.38119, 0.48279], [3.49340, 1.54275, -3.84675], [3.54837, 1.10220, -6.27502], [1.53099, 0.26086, -7.42035], [-0.54550, -0.15608, -6.15618], [-0.62618, 0.28894, -3.71520], [-2.64540, 4.25489, 4.57466], [-2.83571, 3.10837, 3.83118], [-4.03756, 2.89783, 3.14312], [-4.22077, 1.76929, 2.36697], [-3.19678, 0.83717, 2.25510], [-2.00203, 1.03091, 2.93437], [-1.81539, 2.15579, 3.71490], [-3.39640, -0.58152, 1.23711], [-4.79387, -0.87343, 1.13257], [-2.53363, -1.61923, 1.81571], [-2.66411, -0.31083, -0.17483], [-3.20010, 0.54002, -1.09909], [-4.23067, 1.33105, -0.76093], [-4.73855, 2.10497, -1.70728], [-4.23301, 2.14580, -2.99444], [-3.12937, 1.34379, -3.22340], [-2.59277, 0.54956, -2.30554], [-3.47191, 4.75039, 4.86356], [-1.92496, 4.22793, 5.27601], [-4.83681, 3.62352, 3.23560], [-5.14930, 1.59955, 1.84118], [-1.22025, 0.28659, 2.86422], [-0.88379, 2.29264, 4.25210], [-5.58225, 2.72432, -1.41733], [-4.65986, 2.77208, -3.76303], [-2.64632, 1.34582, -4.19791], [-0.31534, -1.59669, 4.54708], [0.68032, -0.77584, 3.90833], [1.14367, -1.25477, 2.43098], [2.09396, -2.50434, 2.78270], [2.01867, -3.74582, 2.07771], [2.29864, -0.12318, 2.19473], [2.09187, 1.22474, 2.62468], [0.15408, -2.48723, 4.96329], [-1.10009, -1.88297, 3.84254], [-0.75302, -1.00320, 5.34480], [2.82033, -3.80687, 1.34565], [1.05858, -3.85467, 1.56845], [2.12599, -4.53841, 2.81381], [2.84431, 1.83220, 2.12218], [2.21357, 1.29986, 3.70253], [1.09904, 1.58940, 2.35183]],
  "mulliken_charge": [0.87, -0.51, -0.20, 0.00, 0.51, -0.57, -0.66, -0.71, -0.55, 0.20, 2.15, 0.63, -1.11, -0.88, -0.75, -0.30, 0.08, -0.01, -0.52, -0.76, -0.59, -0.73, -0.48, 0.53, 0.45, 0.48, 0.52, 0.48, 0.46, 0.49, 0.13, 0.63, 0.41, 0.44, 0.41, 0.47, 0.67, -0.54, 0.80, -0.94, -0.35, -0.76, -0.11, -0.69, 1.61, -0.74, -0.73, -0.47, -0.03, -0.23, -0.13, -1.01, 0.19, -0.27, 0.23, 0.22, 0.39, 0.53, 0.76, 0.37, 0.46, 0.44, 0.32, -0.84, -0.45, 0.78, -0.42, -0.56, -0.29, -0.48, 0.32, 0.29, 0.29, 0.24, 0.22, 0.29, 0.26, 0.33, 0.04],
  "total_charge": 1,
  "e_lumo_ha": -0.122,
  "e_above_lowest_kcal_mol": 7.6
}